{
  "formula": "FHINS",
  "method": "ωB97M-V/def2-TZVPD",
  "species": ["I", "S", "F", "N", "H"],
  "xyz": [[2.85267, -0.77370, -0.09439], [-1.89326, 0.03768, 0.32625], [-1.62301, 1.75907, 0.01079], [-0.77101, -0.71230, -0.12523], [1.43462, -0.31074, -0.11742]],
  "atomic_forces_ev_per_a": [[2.982, -0.921, 0.067], [0.422, 2.422, -0.490], [-0.633, -1.739, 0.502], [0.022, -0.678, 0.006], [-2.793, 0.916, -0.086]],
  "nbo_charge": [-0.096, 1.248, -0.573, -0.670, 0.090],
  "homo_lumo_gap_ha": 0.297,
  "charge": 0,
  "homo_energy_ev": -9.8
}

=====

{
  "formula": "FHN2O",
  "method": "ωB97M-V/def2-TZVPD",
  "species": ["F", "O", "N", "N", "H"],
  "xyz": [[-1.67539, 0.41991, 0.17367], [1.75613, -0.52849, 0.35558], [0.40333, -0.25124, 0.81830], [-0.23867, 0.08497, -0.15732], [-0.24540, 0.27485, -1.19022]],
  "atomic_forces_ev_per_a": [[2.445, -0.588, -0.515], [-5.409, 1.077, 2.017], [6.445, -1.297, -2.314], [-4.501, 1.311, -0.467], [1.020, -0.502, 1.280]],
  "nbo_charge": [-0.261, -0.485, 0.241, 0.061, 0.443],
  "smiles": "O=NNF",
  "homo_lumo_gap_ha": 0.372,
  "charge": 0,
  "homo_energy_ev": -10.6
}

=====

{
  "formula": "FHN4",
  "method": "ωB97M-V/def2-TZVPD",
  "species": ["F", "N", "N", "N", "N", "H"],
  "xyz": [[-1.93704, 1.82319, -0.51558], [-0.50128, 0.06709, 0.83978], [1.38737, -1.16940, 0.48959], [0.45834, -0.48280, 0.61512], [-1.12576, 1.03610, -1.04058], [1.71837, -1.27418, -0.38834]],
  "atomic_forces_ev_per_a": [[-2.045, 1.990, 1.227], [0.876, -0.235, 0.852], [3.367, -2.585, 3.010], [-5.146, 2.549, 0.779], [1.607, -1.386, -2.263], [1.341, -0.333, -3.606]],
  "nbo_charge": [-0.155, -0.116, -0.515, 0.276, 0.143, 0.367],
  "homo_lumo_gap_ha": [0.341, 0.342],
  "charge": 0,
  "homo_energy_ev": [-9.7, -9.7]
}

=====

{
  "formula": "FHNO",
  "method": "ωB97M-V/def2-TZVPD",
  "species": ["F", "O", "N", "H"],
  "xyz": [[1.30952, -0.93634, 0.16356], [-0.11383, 1.20850, 0.26483], [-0.18984, 0.09793, -0.38420], [-1.00586, -0.37009, -0.04419]],
  "atomic_forces_ev_per_a": [[-0.451, -0.413, 0.376], [-0.326, -2.367, -1.090], [1.422, 4.256, -0.707], [-0.644, -1.477, 1.421]],
  "nbo_charge": [-0.711, -0.524, -0.007, 0.241],
  "homo_lumo_gap_ha": 0.308,
  "charge": -1,
  "homo_energy_ev": -2.8
}

=====

{
  "formula": "FHNOS",
  "method": "ωB97M-V/def2-TZVPD",
  "species": ["S", "F", "O", "N", "H"],
  "xyz": [[-0.46664, 0.26580, -0.43274], [1.39347, -1.41267, -0.02803], [-1.64103, 0.52280, 0.37070], [0.12133, -0.85751, 0.49612], [0.59287, 1.48159, -0.40605]],
  "atomic_forces_ev_per_a": [[2.092, 0.236, -2.658], [-0.131, 0.357, -0.487], [-2.129, 1.669, 1.059], [1.206, -1.589, 1.554], [-1.038, -0.674, 0.533]],
  "nbo_charge": [1.229, -0.380, -1.010, -0.605, -0.234],
  "homo_lumo_gap_ha": 0.259,
  "charge": -1,
  "homo_energy_ev": -2.8
}

=====

{
  "formula": "FHO2",
  "method": "ωB97M-V/def2-TZVPD",
  "species": ["F", "O", "O", "H"],
  "xyz": [[-1.45697, 0.68116, 0.12142], [0.64727, -0.20499, 0.30257], [-0.56354, -0.51491, -0.05356], [1.37324, 0.03874, -0.37043]],
  "atomic_forces_ev_per_a": [[-5.271, 6.542, 1.000], [3.531, 0.844, 1.052], [3.853, -6.582, -2.374], [-2.112, -0.804, 0.322]],
  "nbo_charge": [-0.309, -0.421, 0.219, 0.512],
  "spin_multiplicity": 3,
  "homo_lumo_gap_ha": [0.340, 0.352],
  "s_squared": 2.009,
  "charge": 0,
  "homo_energy_ev": [-8.8, -12.1]
}